1.
Here is a structure of composition C53H77N3P3Ti from the OMol25 dataset. Energies are from wB97M-V/def2-TZVPD.

Geometry as ORCA input:
```
! RIJCOSX wB97M-V def2-TZVPD def2/J DEFGRID3
* xyz 0 2
Ti 0.5396 0.2030 -0.1253
C -1.0296 2.8990 2.6809
C 0.4894 2.9344 2.6435
C 0.9861 3.6831 3.8821
P 1.0829 1.1825 2.2932
C 2.5659 1.1403 3.4209
C 3.7065 1.9524 2.7943
C 3.0626 -0.2170 3.9077
C -0.1170 0.0941 3.1405
C -0.2722 0.1774 4.5281
C -1.0434 -0.6978 5.2673
C -1.1793 -0.5798 6.7624
C -1.6422 -1.7386 4.5563
C -1.5231 -1.8441 3.1879
C -0.8093 -0.9040 2.4083
N -0.6654 -1.0183 1.0232
C -1.4910 -1.8724 0.2715
C -2.8460 -2.0830 0.5855
C -3.6685 -2.8935 -0.1706
C -3.2014 -3.5410 -1.3101
C -4.1014 -4.3942 -2.1658
C -1.8768 -3.3192 -1.6497
C -1.0153 -2.5103 -0.9054
P 0.6706 -2.1031 -1.5205
C 0.5651 -2.0778 -3.3890
C 1.5873 -1.0690 -3.9218
C 0.6895 -3.3760 -4.1905
C 1.7326 -3.5660 -1.1010
C 1.1926 -4.9699 -1.3717
C 3.1513 -3.3683 -1.6448
H -1.4384 3.9111 2.7226
H -1.3828 2.3594 3.5609
H -1.4162 2.3885 1.8056
H 0.8118 3.4904 1.7565
H 0.6781 3.1905 4.8067
H 0.5233 4.6734 3.8845
H 2.0632 3.8299 3.9116
H 2.2062 1.6743 4.2985
H 4.2246 1.3616 2.0375
H 4.4373 2.2360 3.5564
H 3.3607 2.8644 2.3062
H 3.8246 -0.6140 3.2397
H 2.2635 -0.9510 4.0052
H 3.5230 -0.1020 4.8923
H 0.2529 0.9638 5.0618
H -0.8490 0.3999 7.1086
H -0.5796 -1.3330 7.2792
H -2.2146 -0.7148 7.0798
H -2.2053 -2.4967 5.0921
H -1.9711 -2.6978 2.6999
H -3.2706 -1.5536 1.4278
H -4.7089 -3.0036 0.1196
H -4.8968 -4.8462 -1.5726
H -3.5429 -5.1975 -2.6480
H -4.5752 -3.8050 -2.9550
H -1.5003 -3.7896 -2.5492
H -0.4253 -1.6858 -3.5749
H 2.6094 -1.4293 -3.7765
H 1.5133 -0.1109 -3.4147
H 1.4379 -0.9111 -4.9939
H 1.6822 -3.8150 -4.1072
H 0.5336 -3.1380 -5.2468
H -0.0395 -4.1356 -3.9196
H 1.7947 -3.4874 -0.0184
H 1.2811 -5.2643 -2.4143
H 0.1521 -5.0732 -1.0642
H 1.7775 -5.6819 -0.7824
H 3.2040 -3.5528 -2.7179
H 3.8364 -4.0674 -1.1584
H 3.5209 -2.3579 -1.4642
C 3.5514 2.4772 -2.4033
C 4.7718 2.1150 -1.8445
C 4.7923 1.1113 -0.8986
C 3.6077 0.4787 -0.4827
C 2.3411 0.8859 -0.9597
C 2.3890 1.8757 -1.9588
C 3.6849 -0.6910 0.4188
C 4.9614 -1.2496 0.7439
C 5.0570 -2.3642 1.4999
C 3.8777 -2.9836 1.9653
C 3.9144 -4.1465 2.7690
C 2.7598 -4.7358 3.1925
C 1.5249 -4.1838 2.7916
C 1.4714 -3.0585 2.0192
C 2.6483 -2.3922 1.6082
N 2.5584 -1.2423 0.8434
H 3.5098 3.2349 -3.1783
H 5.6916 2.5977 -2.1488
H 5.7527 0.8426 -0.4816
H 1.4607 2.2003 -2.4021
H 5.8592 -0.7987 0.3568
H 6.0224 -2.7953 1.7406
H 4.8807 -4.5580 3.0377
H 2.7888 -5.6209 3.8141
H 0.5977 -4.6581 3.0887
H 0.5261 -2.6769 1.6802
C -4.6777 3.1153 -1.0101
C -3.6294 2.0497 -0.6650
C -4.2642 0.6791 -0.9299
C -3.3619 2.0691 0.8438
P -1.9657 2.1833 -1.5779
N -0.8216 1.3346 -0.8998
C -2.2757 1.5944 -3.3675
C -1.0325 1.9646 -4.1903
C -2.3483 0.0646 -3.3626
C -3.5215 2.0953 -4.1108
C -1.4800 4.0403 -1.6441
C -2.1862 4.9156 -2.6835
C -1.6729 4.6894 -0.2690
C 0.0317 4.1405 -1.8813
H -5.5952 2.8593 -0.4703
H -4.9243 3.1371 -2.0687
H -4.3993 4.1188 -0.7042
H -5.0324 0.5095 -0.1694
H -3.5409 -0.1287 -0.8442
H -4.7548 0.6201 -1.8977
H -4.2965 1.8334 1.3617
H -3.0223 3.0354 1.2050
H -2.6225 1.3137 1.1164
H -0.1185 1.6929 -3.6686
H -0.9936 3.0225 -4.4407
H -1.0574 1.4083 -5.1315
H -1.6431 -0.3516 -2.6487
H -2.1016 -0.2969 -4.3656
H -3.3321 -0.3183 -3.1213
H -3.5846 3.1726 -4.2000
H -4.4462 1.7356 -3.6661
H -3.4815 1.6882 -5.1269
H -3.2687 4.9259 -2.5827
H -1.9325 4.6423 -3.7035
H -1.8369 5.9429 -2.5379
H -2.6938 4.6897 0.0961
H -1.3517 5.7327 -0.3418
H -1.0391 4.2049 0.4648
H 0.3245 3.9209 -2.9053
H 0.5676 3.4718 -1.2118
H 0.3466 5.1659 -1.6626
*
```

Results
LUMO (spin up / spin down) in eV: 0.162 / 0.099
Largest force on an atom in hartree/bohr: 0.02271
Gap between HOMO and LUMO (spin up / spin down) in eV: 6.364 / 6.673
<S²>: 0.757
HOMO (spin up / spin down) in eV: -6.202 / -6.573

Atom charges from the Löwdin analysis, given in e for atoms 1 to 6: number 1, Ti, carries 0.632; number 2, C, carries -0.155; number 3, C, carries -0.506; number 4, C, carries -0.110; number 5, P, carries 1.105; number 6, C, carries -0.517

2.
Here is a cluster of 6 separate species, C53H95Cl2N6O7 in total from the OMol25 dataset. Energies are from wB97M-V/def2-TZVPD.

Geometry as ORCA input:
```
! RIJCOSX wB97M-V def2-TZVPD def2/J DEFGRID3
* xyz 0 6
N 2.1161 -4.2882 -2.0085
C 1.1350 -4.0211 -2.7580
C 0.1632 -5.1078 -3.1077
C -1.2525 -4.6465 -2.8696
C -2.2370 -5.4548 -2.4882
Cl -2.0315 -7.1385 -2.2790
C -3.5879 -4.8705 -2.2391
O -4.6296 -5.4424 -2.4701
C -3.5180 -3.4860 -1.6804
Cl -4.7153 -3.0317 -0.5430
C -2.5595 -2.6657 -2.0582
C -1.6134 -3.2096 -3.0654
O -1.2076 -2.5491 -3.9917
H 2.6561 -3.4362 -1.8775
H 0.9917 -3.0117 -3.1268
H 0.3637 -5.8955 -2.4034
H 0.3033 -5.4459 -4.1265
H -2.4551 -1.6689 -1.6794
C -6.6618 0.0226 -5.6820
C -6.2186 -0.1914 -4.2115
C -6.9449 -1.3929 -3.6019
C -8.4090 -1.1299 -3.2576
C -8.5427 0.1279 -2.4019
C -7.8783 1.3480 -3.0378
N -6.4656 1.0486 -3.4133
O -5.7217 1.0525 -2.3614
C -8.6959 1.8052 -4.2593
C -7.9166 2.5208 -2.0635
C -4.7271 -0.5032 -4.2552
H -6.6912 1.0812 -5.9373
H -5.9571 -0.4388 -6.3719
H -7.6386 -0.4101 -5.8979
H -6.4278 -1.6961 -2.6858
H -6.8719 -2.2380 -4.2894
H -9.0098 -1.0413 -4.1671
H -8.8119 -1.9851 -2.7120
H -9.5971 0.3474 -2.2231
H -8.0945 -0.0622 -1.4208
H -8.2007 2.6310 -4.7715
H -9.6759 2.1538 -3.9344
H -8.8800 1.0176 -4.9851
H -7.4476 2.2840 -1.1089
H -8.9519 2.7902 -1.8596
H -7.4152 3.3947 -2.4827
H -4.1573 0.3386 -4.6517
H -4.5598 -1.3624 -4.9033
H -4.3296 -0.7561 -3.2735
C -4.7998 4.0139 3.6006
C -3.5609 3.6808 2.7296
C -3.5995 4.4768 1.4205
C -4.6181 3.9587 0.4044
C -4.4348 2.4601 0.1731
C -4.4625 1.6600 1.4683
N -3.4984 2.2131 2.4630
O -2.2946 1.8642 2.1581
C -5.8955 1.6394 2.0321
C -4.1394 0.2060 1.1596
C -2.3438 4.1258 3.5321
H -5.1419 3.1396 4.1531
H -4.5607 4.7722 4.3449
H -5.6360 4.4008 3.0183
H -2.6087 4.4478 0.9560
H -3.8020 5.5259 1.6484
H -5.6377 4.1741 0.7383
H -4.4921 4.4895 -0.5412
H -5.2095 2.0847 -0.4930
H -3.4825 2.2962 -0.3416
H -5.9287 1.1255 2.9943
H -6.5500 1.1037 1.3440
H -6.3333 2.6264 2.1599
H -3.1830 0.0875 0.6520
H -4.9057 -0.1992 0.5000
H -4.1202 -0.4000 2.0684
H -2.2555 3.5609 4.4615
H -2.4482 5.1806 3.7827
H -1.4164 4.0151 2.9731
C -1.9809 -5.5840 5.6256
C -2.0722 -4.7541 4.3188
C -2.8504 -3.4563 4.5592
C -4.3607 -3.6446 4.6942
C -4.9062 -4.4494 3.5170
C -4.1786 -5.7765 3.3162
N -2.7036 -5.5668 3.2362
O -2.3846 -5.0729 2.0937
C -4.5438 -6.7419 4.4587
C -4.6905 -6.4612 2.0532
C -0.6402 -4.3918 3.9418
H -2.0183 -6.6529 5.4193
H -1.0361 -5.4038 6.1360
H -2.7709 -5.3438 6.3372
H -2.6655 -2.7721 3.7245
H -2.4577 -2.9653 5.4520
H -4.6065 -4.1346 5.6406
H -4.8467 -2.6673 4.7255
H -5.9716 -4.6379 3.6653
H -4.8212 -3.8454 2.6084
H -3.9813 -7.6726 4.3759
H -5.6041 -6.9868 4.4048
H -4.3776 -6.3326 5.4521
H -4.5893 -5.8443 1.1611
H -5.7508 -6.6855 2.1627
H -4.1680 -7.4028 1.8775
H -0.0513 -5.2845 3.7258
H -0.1737 -3.8687 4.7754
H -0.5937 -3.7319 3.0776
C 6.3759 1.4933 -1.3590
C 5.4466 0.9110 -2.4542
C 4.6110 2.0251 -3.0907
C 3.4719 2.5343 -2.2071
C 2.6128 1.3722 -1.7112
C 3.4370 0.2893 -1.0178
N 4.5719 -0.1512 -1.8763
O 4.1448 -0.9395 -2.8047
C 3.9322 0.8153 0.3419
C 2.5532 -0.9039 -0.6916
C 6.3618 0.3248 -3.5228
H 6.4981 0.7978 -0.5288
H 7.3768 1.6790 -1.7463
H 6.0209 2.4445 -0.9623
H 4.1792 1.6577 -4.0271
H 5.2698 2.8533 -3.3592
H 3.8658 3.1081 -1.3639
H 2.8508 3.2262 -2.7789
H 1.8485 1.7379 -1.0228
H 2.0805 0.9372 -2.5632
H 4.5838 0.0871 0.8266
H 3.0806 0.9906 0.9989
H 4.4663 1.7598 0.2797
H 2.0616 -1.3068 -1.5766
H 1.7669 -0.6130 0.0036
H 3.1310 -1.7043 -0.2252
H 6.9570 -0.4982 -3.1244
H 7.0423 1.0998 -3.8724
H 5.8095 -0.0377 -4.3881
C 10.7671 4.1780 2.9978
C 10.0760 3.6145 1.7289
C 10.3414 2.1123 1.6016
C 11.7584 1.7639 1.1507
C 12.1259 2.5310 -0.1174
C 11.9268 4.0386 0.0281
N 10.5513 4.3481 0.5170
O 9.7126 4.2083 -0.4494
C 12.9988 4.6143 0.9717
C 12.1632 4.7202 -1.3148
C 8.5814 3.8280 1.9392
H 11.1311 5.1914 2.8335
H 10.0670 4.2355 3.8297
H 11.6021 3.5638 3.3347
H 9.6365 1.6853 0.8806
H 10.1308 1.6317 2.5593
H 12.4779 1.9734 1.9471
H 11.8245 0.6913 0.9590
H 13.1648 2.3307 -0.3864
H 11.5140 2.1605 -0.9458
H 12.8318 5.6777 1.1465
H 13.9836 4.5013 0.5192
H 13.0502 4.1162 1.9364
H 11.5209 4.3244 -2.0990
H 13.1951 4.5619 -1.6256
H 11.9918 5.7951 -1.2430
H 8.3390 4.8893 2.0136
H 8.2775 3.3472 2.8680
H 7.9837 3.3918 1.1396
*
```

Results
LUMO (spin up / spin down) in eV: -1.121 / -1.121
Largest force on an atom in hartree/bohr: 0.03791
Gap between HOMO and LUMO (spin up / spin down) in eV: 7.146 / 8.105
<S²>: 8.770
HOMO (spin up / spin down) in eV: -8.267 / -9.226

Atom charges from the Löwdin analysis, given in e for atoms 1 to 6: number 1, N, carries 0.126; number 2, C, carries -0.232; number 3, C, carries -0.117; number 4, C, carries -0.158; number 5, C, carries -0.541; number 6, Cl, carries 0.786